# 1
BCd3H24O18P2 | ωB97M-V with the def2-TZVPD basis set

XYZ file:
```
48
Properties=species:S:1:pos:R:3:forces:R:3:nbo_charge:R:1
H -24.91378 5.79183 -13.82641 1.778 1.978 3.659 0.014
H -22.58614 1.75082 -8.56980 -0.367 -0.093 0.287 0.496
O -23.34922 3.80046 -11.89545 3.654 4.091 2.065 -1.271
O -21.73908 2.10365 -12.20414 6.851 1.676 -3.535 -1.235
H -23.29894 -0.81252 -10.59338 -0.339 -0.074 0.305 0.496
H -25.54800 6.24055 -15.31245 -1.194 2.718 -2.733 0.023
O -22.40212 1.98807 -9.47869 1.926 0.286 3.216 -0.970
H -24.39984 4.61045 -10.90664 -0.184 -0.079 0.040 0.490
O -27.31445 1.15557 -12.03818 2.879 -1.468 0.907 -1.191
H -24.50423 4.68723 -15.12026 3.499 -1.593 -3.186 -0.080
O -22.76159 3.41321 -14.06375 1.477 -2.931 -3.565 -1.361
O -24.78768 1.66296 -12.82410 3.292 -4.314 -5.667 -1.392
H -18.94606 1.19272 -12.15922 0.259 -0.278 0.004 0.447
O -24.82955 5.31625 -10.42348 -0.378 0.679 1.021 -0.970
H -24.70739 6.09135 -10.97168 0.123 0.143 -0.192 0.462
O -18.18454 3.66502 -13.03669 0.834 0.190 -0.511 -0.952
H -21.71361 3.19069 -17.39761 0.079 -0.317 -0.264 0.496
O -22.95374 -0.21560 -11.25728 1.127 -3.895 0.128 -0.969
H -20.74031 5.79266 -12.19177 0.043 -0.803 -0.581 0.496
O -26.37143 3.25461 -12.36801 0.226 2.643 0.601 -1.304
O -19.43312 1.57598 -11.42976 1.775 -0.161 0.486 -0.981
H -19.37173 6.05373 -11.59954 0.125 -0.191 0.296 0.463
P -25.93326 1.85952 -11.91004 -8.468 0.618 2.084 2.497
O -19.52507 5.28672 -15.51728 2.218 1.008 -1.117 -0.980
H -22.04181 6.80255 -11.43898 0.029 0.160 0.372 0.485
H -20.30667 1.74077 -11.78470 -1.257 -0.002 -0.199 0.492
H -26.02246 4.67527 -14.41989 -4.048 -1.574 0.311 0.055
H -23.09389 6.36575 -15.28406 -1.278 -0.306 0.205 0.542
Cd -23.33588 1.77763 -11.27950 -3.101 -1.786 1.946 1.762
H -21.81974 2.74512 -9.41589 0.293 0.345 -0.013 0.495
H -22.89779 -0.74666 -12.05168 -0.088 -0.037 -0.431 0.495
O -20.27120 6.38112 -11.60027 0.980 1.169 0.774 -0.989
O -22.14082 6.28441 -15.24839 -0.094 1.436 -0.367 -1.027
O -25.10774 1.79977 -10.58271 -4.929 -0.343 3.037 -1.323
O -22.13420 3.84845 -16.84381 -0.179 -0.722 -2.726 -0.987
H -21.81882 7.17647 -15.37789 0.238 0.247 0.087 0.497
O -20.96978 4.51910 -13.18005 0.768 -0.688 6.719 -1.307
H -23.04243 3.87072 -17.14523 -0.774 0.250 0.359 0.535
B -25.26115 5.36320 -14.75369 -0.340 1.076 -0.750 -0.973
H -22.64840 6.57118 -12.80661 -0.221 -0.194 -0.198 0.457
Cd -24.62204 3.64102 -13.52135 -6.697 0.271 -0.279 1.769
Cd -21.27533 4.30125 -15.04484 0.429 -0.226 -3.925 1.766
H -18.48400 4.56149 -13.18801 -0.220 -0.004 0.082 0.449
O -22.74185 7.10493 -12.01755 -0.599 0.500 -0.192 -0.947
H -18.97818 3.18284 -12.80459 -0.352 -0.133 0.561 0.492
P -22.09797 3.49151 -12.71225 0.011 0.571 0.719 2.519
H -19.12966 5.32690 -16.38807 0.176 -0.048 -0.354 0.501
H -19.07004 5.96315 -15.01566 0.018 0.209 0.511 0.515
```
Positions in Å, forces in eV/Å.

Summary:
**LUMO energy**: 0.3 eV
**HOMO-LUMO gap**: 2.9 eV
**E_HOMO**: -2.607 eV
**Total charge**: -1

=====

# 2
BCdH12O8P | ωB97M-V with the def2-TZVPD basis set

XYZ file:
```
23
Properties=species:S:1:pos:R:3:forces:R:3:nbo_charge:R:1
O -0.99542 -1.09390 -1.04341 1.890 -2.123 0.919 -1.348
B 1.07388 1.33074 -2.15059 1.030 0.446 -1.441 -0.796
P -2.30477 -0.33093 -0.62803 -1.889 -1.385 -5.003 2.480
O -3.14397 -1.06690 0.38759 0.404 0.347 2.848 -1.270
O -0.39511 -2.98096 0.66074 0.939 -0.848 -0.047 -1.059
O 1.07768 1.86075 1.26144 1.090 1.378 1.857 -0.964
O -0.67977 -0.29841 2.02503 0.057 0.063 1.534 -0.972
H 0.45284 1.74711 -3.03546 -0.723 0.627 -0.856 0.011
H -0.45952 -2.38507 -0.15051 -0.880 0.289 0.329 0.521
H 2.68416 -0.48936 0.93929 -0.192 0.075 -0.098 0.471
H 2.14952 -1.50569 -0.08377 -0.434 0.038 0.021 0.507
H 0.47948 2.28342 1.89294 -0.194 -0.231 -0.277 0.495
O -1.63615 1.06168 -0.27813 -3.568 1.221 0.957 -1.344
Cd 0.24266 0.40832 -0.16807 -0.395 -0.929 -0.519 1.751
O 1.88491 -0.75596 0.46720 2.336 -1.316 0.858 -0.957
H 0.77209 0.23850 -2.02367 0.158 -2.085 -0.960 -0.014
H -1.03461 -2.60092 1.26535 -0.268 0.278 -0.327 0.471
H 2.22271 1.46157 -2.32917 1.527 0.077 -0.152 -0.068
H 0.78447 1.84582 -1.17686 -0.046 2.533 1.079 -0.092
H -1.61900 -0.49625 2.20570 -0.109 0.076 -0.903 0.520
H -0.23494 -0.30359 2.88283 -0.063 -0.180 -0.154 0.445
O -3.06944 -0.45419 -1.97094 -0.438 1.754 0.633 -1.272
H 1.74831 2.52421 1.05051 -0.234 -0.108 -0.299 0.484
```
Positions in Å, forces in eV/Å.

Summary:
**LUMO energy**: 4.4 eV
**HOMO-LUMO gap**: 3.2 eV
**E_HOMO**: 1.202 eV
**Total charge**: -2

=====

# 3
BCsF4 | ωB97M-V with the def2-TZVPD basis set

XYZ file:
```
6
Properties=species:S:1:pos:R:3:forces:R:3:lowdin_charge:R:1
F 0.34221 0.87537 -0.14377 -0.435 0.352 -0.140 -0.138
F 1.68915 -0.84049 0.55770 -0.299 -0.062 -0.048 0.119
B 0.37145 -0.53700 0.24066 0.367 -0.066 -0.046 -1.243
Cs -1.82799 2.46499 -1.11937 0.449 -0.520 0.243 1.080
F -0.08963 -1.26642 -0.86862 -0.045 0.186 0.150 0.085
F -0.48518 -0.69645 1.33341 -0.038 0.110 -0.158 0.097
```
Positions in Å, forces in eV/Å.

Summary:
**LUMO energy**: -1.1 eV
**HOMO-LUMO gap**: 9.9 eV
**E_HOMO**: -11.048 eV

=====

# 4
BCuH18O7 | ωB97M-V with the def2-TZVPD basis set

XYZ file:
```
27
Properties=species:S:1:pos:R:3:forces:R:3:mulliken_spin:R:1
H 2.95107 -1.66949 2.88857 0.133 -0.031 0.280 0.000
O 3.13383 -1.57173 1.95408 -0.067 -0.271 -0.075 0.000
O -1.83623 -2.29711 -1.06400 -0.048 0.705 0.510 0.007
O 2.32311 3.16411 -0.55565 -0.069 0.363 0.318 0.001
H -1.32821 -2.85712 1.78738 -0.066 -0.406 -0.199 -0.001
H 0.07382 0.87998 -0.49096 -3.054 2.688 -1.737 0.003
H -0.74623 -1.95245 2.85263 0.306 0.560 0.347 0.001
H 2.73172 3.17112 -1.42123 0.074 -0.013 -0.288 0.000
H 1.55080 0.69238 -1.86621 0.058 -0.158 0.150 0.000
H -2.20531 1.40033 -1.83518 0.544 0.523 0.119 0.000
Cu -1.42866 -0.56758 0.33391 1.690 0.839 0.102 0.848
H -1.02578 1.65154 1.95317 0.748 0.086 -0.133 -0.001
H 2.06532 2.25242 -0.41932 0.006 -0.072 0.005 -0.002
H 0.70102 0.29036 1.11609 -0.415 0.513 4.198 -0.001
O -1.81100 1.25747 1.57318 -0.310 -0.827 -0.448 0.020
O 1.64520 0.99591 -2.76910 0.142 0.165 -0.523 0.001
B 0.77002 0.24946 0.04007 -0.745 0.377 0.782 0.037
H 1.75736 0.57521 -0.24850 3.440 0.364 -0.903 0.003
H -2.51184 1.48018 2.18593 -0.523 -0.038 0.142 0.000
H -3.20071 0.25998 -1.80934 -0.439 -0.153 -0.051 0.000
H -2.09578 -3.21844 -1.06775 -0.040 -0.437 0.267 0.000
H 0.56333 -0.77031 -0.24560 -0.753 -4.722 -1.512 0.034
H -2.01531 -1.99371 -1.95401 0.141 0.212 -0.426 0.000
O -2.40531 0.58024 -1.38388 0.055 -0.959 0.597 0.018
H 0.81047 0.77829 -3.18396 -0.087 -0.007 -0.218 0.000
H 2.59538 -0.82906 1.68065 -0.085 0.316 -0.218 -0.001
O -1.06210 -1.95198 1.94905 -0.637 0.381 -1.087 0.033
```
Positions in Å, forces in eV/Å.

Summary:
**LUMO energy (spin up / spin down)**: -4.5 / -8.0 eV
**HOMO-LUMO gap (spin up / spin down)**: 8.3 / 4.9 eV
**E_HOMO (spin up / spin down)**: -12.858 / -12.856 eV
**Spin multiplicity**: 2
**Total charge**: +1

=====

# 5
BF22P3Pt | ωB97M-V with the def2-TZVPD basis set

XYZ file:
```
27
Properties=species:S:1:pos:R:3:forces:R:3:mulliken_spin:R:1
F 5.58677 -0.99482 1.47089 0.895 0.000 -0.784 0.000
F -0.42706 3.40224 -2.44272 -0.836 0.909 -1.504 0.005
F 3.69677 -0.17390 -1.07019 0.763 0.360 -0.481 0.001
P 4.76474 -0.56450 0.15121 -2.532 -0.296 -0.043 0.001
F -3.32162 -2.92923 3.41252 -0.166 -0.047 0.857 0.000
F -1.68317 4.92045 0.14974 0.406 0.987 -1.196 0.001
F -0.52499 -3.30166 -2.38534 1.500 0.091 0.161 0.342
B -1.56006 -3.17531 -3.32530 -0.179 -0.191 -1.206 -0.041
F 0.13081 5.38987 -1.39973 0.451 1.197 0.154 0.004
P -1.07513 4.35124 -1.26524 2.626 -0.511 1.091 -0.001
F 4.36145 -2.12077 -0.20880 1.240 -0.048 0.068 0.000
F -1.31774 -3.50124 -4.64146 0.124 -0.284 1.056 0.003
F -1.71426 -0.13632 3.41889 0.131 1.107 1.704 0.001
F -3.90534 -0.75478 3.97388 -0.023 -0.019 1.606 0.009
F 4.93333 1.01495 0.45538 0.721 -0.354 -0.180 0.000
F -2.07317 -1.79954 5.05505 -0.267 0.131 -0.816 0.001
F -1.31382 -2.15483 2.82196 2.107 -1.915 0.216 0.013
F 0.04852 3.52430 -0.36861 -0.642 -1.116 1.475 0.020
F -2.18285 3.21641 -1.11815 -0.954 -0.165 -0.594 0.000
F -3.04213 -1.14285 2.06234 -1.115 -0.009 -2.727 0.040
Pt -0.09039 -0.25367 -0.39652 0.173 0.272 0.296 1.145
F -1.83972 5.41587 -2.24153 -1.073 -1.740 0.544 0.001
F -2.59622 -3.74561 -2.69590 -1.598 -1.426 0.063 0.128
F 6.03086 -0.59609 -0.82747 -0.238 -0.012 0.359 0.000
P -2.55937 -1.50888 3.54355 -0.478 0.779 -1.213 -0.003
F 3.46571 -0.57192 1.09699 -1.271 0.286 0.960 0.001
F -1.79204 -1.80938 -3.22546 0.236 2.013 0.135 0.328
```
Positions in Å, forces in eV/Å.

Summary:
**LUMO energy (spin up / spin down)**: -0.4 / -4.6 eV
**HOMO-LUMO gap (spin up / spin down)**: 6.7 / 2.4 eV
**E_HOMO (spin up / spin down)**: -7.162 / -6.992 eV
**Spin multiplicity**: 3
**Total charge**: -2

=====

# 6
BF22P3Pt | ωB97M-V with the def2-TZVPD basis set

XYZ file:
```
27
Properties=species:S:1:pos:R:3:forces:R:3:mulliken_spin:R:1
F 1.13425 17.70385 -5.59715 0.307 -0.060 0.315 0.001
F 6.65923 21.58307 -8.38349 0.032 0.316 -0.741 0.000
P 7.00715 19.92372 -4.42605 -0.120 -0.582 -0.878 0.000
F 1.09395 23.40442 -4.80813 -0.134 -0.020 -0.104 0.001
F 7.49109 20.26271 -2.94578 -0.109 0.196 -0.062 0.000
F 3.35535 23.62086 -5.08055 -0.378 -0.007 0.441 0.002
F 4.11814 17.86624 -6.78793 0.074 0.054 -0.333 0.004
F 8.32021 20.59418 -5.07283 -0.037 -0.150 0.219 0.000
F 2.37071 21.75445 -5.89124 -0.490 0.099 -0.022 0.045
F 2.19261 18.90151 -7.27624 -0.210 -0.831 -0.020 0.004
F 2.84718 19.08127 -5.12466 0.969 -0.466 -0.371 0.050
F 2.17709 16.52433 -7.14071 0.979 0.181 -0.240 0.000
F 3.70099 21.62911 -4.04944 0.008 -0.203 0.512 0.038
F 3.27435 16.81487 -5.05715 -0.971 -0.177 -0.116 0.000
F 5.03000 22.40059 -7.08346 -0.252 0.772 -0.220 0.042
F 5.61199 19.29332 -3.87264 0.445 -0.093 0.357 0.005
Pt 4.30176 20.56969 -5.97322 -0.534 0.039 -0.557 1.701
F 1.43398 21.36632 -3.82985 0.081 0.276 0.021 0.000
B 5.29562 21.80030 -8.36961 0.772 -0.741 0.637 0.013
F 4.66484 20.51396 -8.18025 -0.439 -0.598 -0.501 0.040
P 2.36252 22.53724 -4.39907 0.589 0.222 -0.191 0.009
F 4.76263 22.42437 -9.46640 0.159 0.213 0.356 0.001
P 2.63432 17.74930 -6.20413 -1.125 0.747 0.587 0.000
F 6.45278 19.54666 -5.95851 -0.240 0.027 -0.304 0.037
F 7.71509 18.48218 -4.41622 0.052 0.096 0.391 0.001
F 6.21765 21.32577 -4.64422 0.768 0.674 0.991 0.005
F 2.49564 23.23051 -2.96122 -0.196 0.016 -0.166 0.001
```
Positions in Å, forces in eV/Å.

Summary:
**LUMO energy (spin up / spin down)**: 5.4 / 4.2 eV
**HOMO-LUMO gap (spin up / spin down)**: 10.8 / 9.5 eV
**E_HOMO (spin up / spin down)**: -5.377 / -5.234 eV
**Spin multiplicity**: 3
**Total charge**: -2